Below is a structure of composition C33H74BrN2S in a non-equilibrium geometry, with properties calculated with ωB97M-V with the def2-TZVPD basis set.

Atoms and positions in Å:
Br1 3.02 5.70 -0.22
S1 0.06 6.52 -3.42
N1 -4.37 -2.20 5.04
N2 -3.09 -4.21 -1.10
C1 6.65 4.12 -1.25
C2 -0.07 4.92 -4.29
C3 -4.44 -4.33 -0.59
C4 5.29 4.65 -0.84
C5 5.31 5.10 0.62
C6 3.88 -0.54 -3.08
C7 6.26 1.72 -1.97
C8 -1.69 -4.01 1.04
C9 2.10 0.11 -0.31
C10 -2.50 -5.44 -1.60
C11 -0.45 2.49 -3.50
C12 -1.02 3.91 -3.60
C13 -1.29 1.58 -2.60
C14 -2.18 -3.42 -0.29
C15 0.69 -0.13 0.20
C16 0.22 5.91 -0.31
C17 1.50 6.62 -2.32
C18 2.72 -1.23 -2.36
C19 -4.64 -0.90 7.14
C20 -3.34 -6.12 -2.67
C21 -4.69 -5.30 0.57
C22 -2.96 -2.46 5.27
C23 5.20 -0.55 -2.33
C24 -5.29 -4.50 4.40
C25 5.37 0.64 -1.38
C26 -5.02 -3.03 4.04
C27 -0.83 1.42 -1.14
C28 -5.18 -1.99 6.23
C29 -2.59 -3.68 6.13
C30 2.75 -1.18 -0.85
C31 1.38 5.63 -1.22
C32 -0.38 -0.03 -0.87
C33 6.82 2.66 -0.88
H1 -4.38 -4.88 1.53
H2 0.33 6.89 0.11
H3 -5.10 -4.61 -1.41
H4 3.72 -1.35 -0.42
H5 5.88 0.30 -0.50
H6 4.04 -1.06 -4.01
H7 0.60 2.43 -3.26
H8 2.12 0.84 -1.11
H9 -0.04 2.11 -0.89
H10 1.30 4.66 -1.67
H11 -5.98 -4.93 3.66
H12 0.89 4.50 -4.54
H13 4.53 3.89 -1.01
H14 3.60 0.46 -3.37
H15 5.75 2.28 -2.74
H16 -3.22 -3.77 7.02
H17 6.01 -0.51 -3.05
H18 -5.33 -0.74 7.97
H19 -1.42 4.29 -2.68
H20 -1.34 0.59 -3.01
H21 6.71 4.19 -2.33
H22 -4.78 -3.33 -0.29
H23 2.59 -2.24 -2.71
H24 -2.52 -1.58 5.73
H25 -1.85 3.81 -4.28
H26 -0.12 -0.57 -1.77
H27 -0.53 5.21 -5.21
H28 6.35 2.44 0.06
H29 -4.39 -5.10 4.36
H30 -3.67 -1.17 7.58
H31 2.67 0.44 0.54
H32 4.41 1.04 -1.09
H33 -1.35 -5.05 0.93
H34 5.28 4.26 1.29
H35 -4.53 0.04 6.60
H36 -2.81 -6.98 -3.06
H37 -0.72 5.80 -0.81
H38 -4.42 -3.00 3.13
H39 5.32 -1.47 -1.78
H40 0.34 7.40 -4.40
H41 -1.25 -0.53 -0.47
H42 -5.30 -2.92 6.81
H43 2.13 -1.99 -0.50
H44 7.86 2.43 -0.76
H45 4.49 5.76 0.84
H46 -1.64 1.62 -0.47
H47 -6.18 -1.70 5.90
H48 7.42 4.76 -0.85
H49 -2.47 -2.54 4.30
H50 -2.29 -6.16 -0.80
H51 -4.29 -6.48 -2.27
H52 -2.64 -2.45 -0.09
H53 -5.76 -5.51 0.65
H54 -2.29 1.99 -2.62
H55 0.46 0.63 0.94
H56 -5.97 -2.56 3.79
H57 -1.53 -5.18 -2.05
H58 2.37 6.44 -2.92
H59 -1.30 -3.21 -0.91
H60 -2.65 -4.61 5.57
H61 7.10 1.22 -2.41
H62 0.21 5.22 0.52
H63 1.50 7.61 -1.89
H64 -1.56 -3.59 6.47
H65 -5.75 -4.62 5.38
H66 5.08 5.52 -1.45
H67 -0.53 2.09 -4.50
H68 -2.46 -3.98 1.81
H69 -4.18 -6.26 0.43
H70 -3.55 -5.44 -3.49
H71 1.82 -0.72 -2.67
H72 -0.84 -3.43 1.41
H73 0.61 -1.07 0.72
H74 6.20 5.67 0.79

Summary:
Charge: +1
Multiplicity: 1
Total energy, hartree: -4383.07233